Density functional theory data (ωB97M-V/def2-TZVPD) for C23H18N5O3PtS2 as an isolated structure in a non-equilibrium geometry.

The lowest unoccupied orbital energy (spin up / spin down) is 2.4 / 1.4 eV. The calculation puts the HOMO energy (spin up / spin down) at -2.02 / -4.29 eV.

Geometry as ORCA input:
```
! RIJCOSX wB97M-V def2-TZVPD def2/J DEFGRID3
* xyz -1 3
Pt 1.0782 -0.2010 0.9532
N -0.1051 2.0789 4.5582
C 0.5080 1.4498 3.5006
S 0.4232 -0.2803 3.4745
N 1.1456 2.2147 2.6737
N 1.6059 1.6469 1.5455
C 2.2741 2.4343 0.7612
C 3.1528 2.0002 -0.2755
C 3.7958 2.9587 -1.0770
C 4.7399 2.6129 -2.0145
C 5.0852 1.2690 -2.1752
C 4.4790 0.3022 -1.4039
C 3.4970 0.6264 -0.4498
O 2.9807 -0.3485 0.2524
H -0.8156 1.5094 4.9880
H -0.4153 3.0101 4.3204
H 2.2080 3.4938 0.9914
H 3.5362 4.0026 -0.9346
H 5.2219 3.3747 -2.6137
H 5.8261 0.9822 -2.9111
H 4.7378 -0.7440 -1.5062
O -1.3140 2.2291 1.1026
S -2.0565 1.0336 0.8154
O -3.2427 0.8023 1.6023
N -1.0503 -0.2285 0.7499
C -1.5413 -1.5508 0.7093
C -2.8838 -1.9473 0.7302
C -3.2242 -3.2919 0.6541
C -2.2611 -4.2767 0.5740
C -0.9023 -3.9271 0.5466
C 0.1606 -4.8746 0.4930
C 1.4791 -4.4151 0.4178
C 1.7437 -3.0668 0.4086
N 0.7516 -2.1396 0.5015
C -0.5598 -2.5527 0.5852
C -2.6085 1.2643 -0.8773
C -3.7069 0.5860 -1.3819
C -4.1635 0.8790 -2.6585
C -3.5286 1.8487 -3.4211
C -2.4241 2.5198 -2.9129
C -1.9603 2.2264 -1.6404
H -3.6600 -1.2146 0.8614
H -4.2735 -3.5651 0.6723
H -2.5408 -5.3231 0.5373
H -0.0648 -5.9330 0.5308
H 2.3076 -5.1095 0.3650
H 2.7511 -2.6829 0.3245
H -4.2059 -0.1536 -0.7715
H -5.0298 0.3611 -3.0504
H -3.8982 2.0813 -4.4123
H -1.9388 3.2862 -3.5041
H -1.1133 2.7420 -1.2089
*
```